(1)
This record from the OMol25 dataset describes a structure of composition C28H49N2O2P3Ru at a distorted geometry. The level of theory is ωB97M-V with the def2-TZVPD basis set.

The LUMO energy (alpha / beta) comes out at -7.04 / -11.17 eV. The calculation puts the HOMO energy (alpha / beta) at -12.5 / -15.3 eV. Its expectation value of S² is 8.812. As for the spin multiplicity: 6. As for the net charge: +3.

Cartesian coordinates (Å):
1 Ru 0.3426 0.0040 -0.3129
2 P 1.8268 1.1212 1.0038
3 P -0.7753 1.7014 -1.2160
4 P 1.5821 -0.5411 -2.0534
5 H -1.9253 -1.5973 -0.3665
6 C -0.8885 -1.7372 -0.7057
7 C 0.0978 -2.0266 0.3170
8 H -0.2644 -2.0567 1.3459
9 C 1.3006 1.6994 2.6536
10 C 2.4857 2.6639 0.2756
11 C 3.1829 -0.0511 1.3331
12 C -2.1933 1.0619 -2.1403
13 C -1.5264 2.6795 0.1066
14 C 0.0662 2.8775 -2.3233
15 C 2.4732 -2.1347 -2.0153
16 C 2.9472 0.6074 -2.4729
17 C 0.5936 -0.6930 -3.5967
18 H -0.8101 -2.2234 -1.6878
19 H 0.9356 -2.6848 0.0903
20 H 1.1250 0.8497 3.3206
21 H 0.3626 2.2543 2.5650
22 H 2.0629 2.3502 3.1126
23 H 1.6851 3.4112 0.1883
24 H 2.9136 2.4986 -0.7165
25 H 3.2640 3.0811 0.9277
26 H 2.7655 -0.9750 1.7545
27 H 3.8929 0.3636 2.0591
28 H 3.7254 -0.3194 0.4175
29 H -2.7088 1.8850 -2.6470
30 H -2.8795 0.5765 -1.4364
31 H -1.8885 0.3221 -2.8868
32 H -2.0994 3.5181 -0.3100
33 H -0.7707 3.0788 0.7915
34 H -2.1895 2.0286 0.6899
35 H -0.6387 3.6651 -2.6134
36 H 0.4296 2.3832 -3.2328
37 H 0.9246 3.3452 -1.8232
38 H 3.0739 -2.2176 -2.9320
39 H 1.7695 -2.9749 -1.9680
40 H 3.1449 -2.1834 -1.1475
41 H 3.4455 0.2339 -3.3768
42 H 3.6897 0.6511 -1.6644
43 H 2.5729 1.6183 -2.6720
44 H 1.2241 -1.1654 -4.3627
45 H 0.2461 0.2784 -3.9737
46 H -0.2843 -1.3311 -3.4298
47 C -2.4701 -0.9052 -6.7690
48 C -3.5754 -1.2937 -7.5558
49 C -3.8415 -2.6586 -7.7028
50 C -3.0018 -3.6195 -7.1198
51 C -1.8455 -3.2112 -6.4410
52 C -1.5494 -1.8591 -6.3060
53 O -2.2908 0.3739 -6.3201
54 H -3.0207 0.9330 -6.6425
55 H -4.2203 -0.5372 -8.0079
56 H -4.7139 -2.9781 -8.2720
57 H -3.2490 -4.6825 -7.2044
58 H -1.1713 -3.9536 -6.0091
59 H -0.6406 -1.5119 -5.8086
60 C -2.6332 -1.3731 6.4482
61 N -1.8221 -1.1323 5.2751
62 N -2.3109 -0.5216 4.1702
63 C -1.3442 -0.5397 3.1661
64 O -1.5090 -0.0017 2.0453
65 C -0.2192 -1.2037 3.7781
66 C -0.5558 -1.5427 5.0602
67 C 0.2280 -2.2269 6.1182
68 C -3.7028 -0.3036 3.9807
69 C -4.3955 0.5063 4.8863
70 C -5.7867 0.5511 4.8436
71 C -6.4897 -0.2184 3.9050
72 C -5.7856 -0.9790 2.9661
73 C -4.3835 -1.0011 2.9745
74 H -2.9998 -0.4300 6.8740
75 H -1.9931 -1.8727 7.1898
76 H -3.4924 -2.0232 6.2264
77 H 0.6968 -1.4150 3.2622
78 H 0.4004 -1.6041 7.0086
79 H -0.2400 -3.1626 6.4518
80 H 1.2097 -2.4849 5.7081
81 H -3.8239 1.0821 5.6145
82 H -6.3202 1.2048 5.5248
83 H -7.5821 -0.2005 3.8878
84 H -6.3269 -1.5398 2.1940
85 H -3.8129 -1.5763 2.2355

=====

(2)
This record from the OMol25 dataset describes a cluster of 2 separate species, C25H34F2N4O7S3 in total at a distorted geometry. The level of theory is ωB97M-V with the def2-TZVPD basis set.

The LUMO energy comes out at -0.85 eV. The calculation puts the HOMO energy at -8.0 eV. Its SMILES is C=C[C@H]1COS(=O)(=O)[C@@](N=C(C)C)(N(C(=O)F)C(=O)F)[C@H]1CCCSC(=S)N(CC)CC.O=[N+]([O-])c1ccccc1.

Cartesian coordinates (Å):
1 C 2.1999 0.7386 1.8894
2 C 1.7217 0.0321 0.8627
3 C 0.4065 0.3260 0.1141
4 C 0.6826 0.0927 -1.3989
5 O -0.4664 -0.0804 -2.2601
6 S -1.5258 -1.2137 -1.7434
7 O -1.6519 -2.2775 -2.7055
8 O -2.7894 -0.5057 -1.7375
9 C -1.0976 -1.7866 -0.0316
10 N -2.1714 -2.4053 0.7060
11 C -3.1443 -2.9706 0.0558
12 C -4.5551 -2.3269 0.1930
13 C -3.1031 -4.2655 -0.7616
14 N 0.1897 -2.5487 0.1286
15 C 0.6167 -3.3749 -0.9555
16 O 0.0769 -4.2701 -1.4293
17 F 1.8731 -3.1059 -1.4293
18 C 0.2860 -3.3563 1.3019
19 O -0.1368 -4.4137 1.4769
20 F 1.0493 -2.8176 2.2925
21 C -0.8624 -0.3842 0.7028
22 C -0.9702 -0.4308 2.2432
23 C -2.3240 0.2515 2.7128
24 C -2.1109 1.6969 3.2737
25 S -3.4408 2.8534 2.6924
26 C -2.6360 3.9495 1.4625
27 S -1.4180 4.9041 2.0500
28 N -3.0982 3.9495 0.1530
29 C -2.3572 4.8793 -0.7236
30 C -0.9572 4.3409 -1.2000
31 C -3.1655 2.5901 -0.4498
32 C -4.5306 1.8507 -0.2003
33 H 2.7852 0.1860 2.6482
34 H 2.0978 1.8268 2.0174
35 H 2.3312 -0.8074 0.4779
36 H 0.2343 1.4233 0.2419
37 H 1.2144 0.9966 -1.7602
38 H 1.3835 -0.7379 -1.5849
39 H -5.2410 -3.1573 0.4738
40 H -4.8661 -1.8439 -0.7493
41 H -4.5176 -1.6372 1.0557
42 H -3.1598 -4.1294 -1.8555
43 H -4.0167 -4.8367 -0.4741
44 H -2.2544 -4.8957 -0.4351
45 H -1.7261 0.2260 0.3582
46 H -0.1742 0.1521 2.7510
47 H -0.9763 -1.4279 2.7115
48 H -2.7192 -0.3558 3.5590
49 H -3.1118 0.1880 1.9366
50 H -2.2462 1.6666 4.3726
51 H -1.1423 2.1450 2.9870
52 H -2.9575 4.9541 -1.6611
53 H -2.2948 5.9065 -0.3311
54 H -0.3002 4.0681 -0.3552
55 H -1.0488 3.5029 -1.9143
56 H -0.4635 5.1762 -1.7423
57 H -2.2880 2.0155 -0.0953
58 H -3.0703 2.6562 -1.5511
59 H -5.0756 2.3048 0.6499
60 H -5.1540 1.8964 -1.1098
61 H -4.3261 0.8088 0.1206
62 C 8.3464 -1.2849 -1.0060
63 C 8.1660 0.0856 -1.1441
64 C 6.8965 0.6006 -1.3555
65 C 5.8172 -0.2666 -1.4220
66 C 5.9858 -1.6364 -1.2929
67 C 7.2586 -2.1450 -1.0844
68 N 4.4691 0.2757 -1.6207
69 O 4.3530 1.4794 -1.7492
70 O 3.5379 -0.5130 -1.6413
71 H 9.3391 -1.6842 -0.8355
72 H 9.0162 0.7529 -1.0839
73 H 6.7633 1.6686 -1.4621
74 H 5.1425 -2.3118 -1.3499
75 H 7.4031 -3.2126 -0.9792

=====

(3)
This record from the OMol25 dataset describes an isolated molecule of C4H10OS at a distorted geometry. The level of theory is ωB97M-V with the def2-TZVPD basis set.

The LUMO energy comes out at 0.44 eV. The calculation puts the HOMO energy at -7.9 eV. Its SMILES is CC=[S@@H](=O)CC.

Cartesian coordinates (Å):
1 C -0.9282 -1.2978 0.3284
2 C -1.7258 -1.8700 1.5166
3 C 1.9086 1.5834 -1.1002
4 C 0.7397 0.6398 -1.2260
5 O 0.6114 0.4143 1.6149
6 S -0.2410 0.3051 0.4605
7 H -1.4676 -1.1842 -0.5207
8 H -1.9863 -2.8626 1.1699
9 H -1.1042 -1.9358 2.3246
10 H -2.4855 -1.2648 1.7861
11 H 2.4890 1.5940 -0.1202
12 H 2.5879 1.3959 -1.8193
13 H 1.4632 2.5754 -1.3692
14 H 1.2290 -0.3696 -1.5129
15 H -0.0522 0.6182 -1.9576
16 H -1.0378 1.6586 0.4249

=====

(4)
This record from the OMol25 dataset describes an isolated molecule of C23H27N3O7S at a distorted geometry. The level of theory is ωB97M-V with the def2-TZVPD basis set.

The LUMO energy comes out at 0.55 eV. The calculation puts the HOMO energy at -8.6 eV. Its SMILES is Cc1ccc(NC(=O)COC(=O)[C@H](C)NC(=O)c2ccccc2)cc1S(=O)(=O)N1CCOCC1.

Cartesian coordinates (Å):
1 C -1.9506 -1.7351 3.5049
2 C -1.0939 -1.8491 2.2885
3 C -0.0899 -0.9210 2.0370
4 C 0.7090 -0.9880 0.9141
5 C 0.5029 -2.0035 -0.0139
6 C -0.5015 -2.9408 0.2149
7 C -1.2777 -2.8648 1.3541
8 H -2.0556 -3.5957 1.5164
9 H -0.6861 -3.7108 -0.5179
10 N 1.2238 -2.0781 -1.2110
11 C 2.4091 -1.4941 -1.4914
12 O 3.1467 -0.9626 -0.6945
13 C 2.8002 -1.6266 -2.9750
14 H 3.3288 -2.5684 -3.1357
15 H 3.4529 -0.7847 -3.2244
16 O 1.6703 -1.6568 -3.8427
17 C 0.9994 -0.5093 -3.9632
18 O 1.3202 0.5218 -3.4378
19 C -0.2572 -0.6589 -4.8272
20 N -1.3485 -0.0358 -4.1004
21 C -1.6536 -0.5219 -2.8643
22 O -1.2168 -1.5957 -2.4846
23 C -2.5239 0.3489 -2.0362
24 C -2.2596 0.4182 -0.6716
25 C -2.9924 1.2612 0.1438
26 C -4.0175 2.0183 -0.3999
27 C -4.3042 1.9336 -1.7541
28 C -3.5546 1.1124 -2.5769
29 H -3.7869 1.0438 -3.6302
30 H -5.1121 2.5162 -2.1723
31 H -4.5975 2.6749 0.2312
32 H -2.7488 1.3286 1.1939
33 H -1.4627 -0.1811 -0.2623
34 H -1.5065 0.9441 -4.2802
35 C -0.0556 0.0116 -6.1781
36 H 0.2387 1.0498 -6.0375
37 H 0.7245 -0.4996 -6.7357
38 H -0.9782 -0.0247 -6.7520
39 H -0.4800 -1.7247 -4.9395
40 H 0.6977 -2.4910 -1.9741
41 H 1.4651 -0.2412 0.7460
42 S 0.0755 0.4832 3.1427
43 O -1.1101 1.2869 2.9993
44 O 0.3984 0.0091 4.4625
45 N 1.3592 1.3188 2.4709
46 C 2.6642 0.9754 3.0035
47 H 2.6562 -0.0853 3.2521
48 C 2.9727 1.8076 4.2515
49 H 4.0045 1.6589 4.5737
50 O 2.8386 3.1897 3.9926
51 C 1.5349 3.5034 3.5550
52 C 1.1890 2.7435 2.2723
53 H 0.1500 2.9132 1.9931
54 H 1.8517 3.0514 1.4574
55 H 1.5205 4.5820 3.3894
56 H 0.8013 3.2368 4.3315
57 H 2.2843 1.5050 5.0534
58 H 3.4071 1.1634 2.2218
59 H -1.3315 -1.7585 4.3998
60 H -2.4672 -0.7766 3.5022
61 H -2.6804 -2.5397 3.5451

=====

(5)
This record from the OMol25 dataset describes the ion C3H4NO with charge -1 at a distorted geometry. The level of theory is ωB97M-V with the def2-TZVPD basis set.

The LUMO energy comes out at 4.70 eV. The calculation puts the HOMO energy at -1.6 eV. As for the net charge: -1. Its SMILES is C=C1CN1[O-].

Cartesian coordinates (Å):
1 C -0.1262 0.2757 0.0577
2 C 0.2918 1.6146 -0.0018
3 C 0.4226 -1.1327 0.0738
4 N -0.9061 -0.6364 -0.4690
5 O -2.0661 -1.1817 -0.3673
6 H -0.4068 2.4825 -0.1883
7 H 1.2179 1.8729 0.3800
8 H 1.1867 -1.5680 -0.5919
9 H 0.3863 -1.7269 1.1067

=====

(6)
This record from the OMol25 dataset describes a cluster of 9 separate species, C3H20N2O8 in total at a distorted geometry. The level of theory is ωB97M-V with the def2-TZVPD basis set.

The LUMO energy (alpha / beta) comes out at -4.17 / -8.14 eV. The calculation puts the HOMO energy (alpha / beta) at -13.4 / -13.4 eV. Its expectation value of S² is 0.763. As for the spin multiplicity: 2. As for the net charge: +1.

Cartesian coordinates (Å):
1 C -1.1314 -2.5723 -0.4600
2 C 0.0476 -3.3972 -0.5360
3 N 0.8105 -2.8398 -1.4740
4 C 0.0555 -1.8379 -2.0616
5 N -1.0780 -1.6531 -1.4131
6 H -1.8900 -2.5491 0.3093
7 H 0.3969 -4.3050 -0.0701
8 H 1.7686 -3.0157 -1.7429
9 H 0.4879 -1.3122 -2.9044
10 H -1.9911 -0.2501 1.7057
11 H -0.6859 0.1349 2.5547
12 O -1.4329 -0.4758 2.4599
13 H -4.3469 -0.2821 0.2216
14 H -3.4424 0.8961 0.0763
15 O -3.8701 0.3567 0.7660
16 H 2.4022 3.7854 -0.8732
17 H 2.2230 2.8562 0.3569
18 O 2.3010 2.8637 -0.6024
19 H 0.0063 1.5417 -3.3607
20 H 1.3824 2.1705 -2.9646
21 O 0.9538 1.3849 -3.3173
22 H 1.6534 -0.9201 3.5575
23 H 1.9063 -0.1600 2.2490
24 O 1.9751 -0.0831 3.2078
25 H -1.1376 1.6728 -0.9819
26 H -1.8615 0.3469 -1.2686
27 O -2.0094 1.2949 -1.1570
28 H 2.6798 -0.2922 -0.3561
29 H 1.4340 0.3222 0.2625
30 O 2.0482 -0.4199 0.3621
31 H -0.2420 2.9384 2.3627
32 H 0.6718 1.8073 2.8350
33 O -0.0849 1.9932 2.2572

=====

Number 1: E_tot -67326.696 eV. Number 2: E_tot -84701.424 eV. Number 3: E_tot -17187.643 eV. Number 4: E_tot -53928.372 eV. Number 5: E_tot -6708.980 eV. Number 6: E_tot -22787.663 eV.